# C14H20N2OSr

A structure of composition C14H20N2OSr in a non-equilibrium geometry (the ωB97M-V functional and the def2-TZVPD basis, the Open Molecules 2025 dataset).

```
38
Properties=species:S:1:pos:R:3:mulliken_charge:R:1
C -0.739 2.550 2.344 -1.645
C 2.794 2.500 -0.607 -0.583
H -1.473 3.277 1.976 0.240
H 0.071 3.033 2.897 0.349
H -1.207 1.735 2.916 0.444
H 2.488 1.687 -1.291 0.055
H 3.303 3.279 -1.191 0.383
H 3.466 2.134 0.187 0.309
C -2.699 -0.457 1.228 -0.107
C -3.876 -1.221 1.229 -0.752
C -3.933 -2.348 0.403 -0.402
C -2.844 -2.670 -0.412 -0.650
H -2.556 0.391 1.899 0.250
H -4.697 -0.929 1.882 0.403
H -4.820 -2.979 0.392 0.413
H -2.830 -3.568 -1.025 0.268
N -1.696 -0.727 0.370 0.038
C -1.724 -1.816 -0.438 0.424
C -0.537 -2.045 -1.309 0.336
N 0.424 -1.077 -1.305 0.227
C 1.565 -1.280 -1.999 -0.144
C 0.751 -3.365 -2.882 -0.409
C 1.755 -2.392 -2.835 -0.826
H 2.337 -0.520 -1.890 0.381
H 2.680 -2.485 -3.411 0.377
C -0.392 -3.214 -2.086 -0.625
H -1.161 -3.987 -2.035 0.274
H 0.851 -4.239 -3.521 0.412
Sr 0.074 1.124 0.115 1.631
C 1.559 -0.211 1.686 -1.481
H 2.465 -0.628 1.228 0.287
H 0.851 -1.004 1.983 0.282
H 1.765 0.491 2.509 0.309
C 1.606 4.264 0.627 -0.764
O 1.586 2.978 -0.010 -0.490
H 1.663 5.079 -0.120 0.263
H 2.467 4.339 1.313 0.303
H 0.663 4.300 1.186 0.220
```

Relative energy (zero: lowest compared OMol25 entry of this formula, charge and spin) in eV: 0.000
E in a.u.: -760.80321
Orbital gap in eV: 4.675
Spin multiplicity: 1
HOMO level in eV: -5.27
Net charge: 0